Record 1
{"formula": "C15H36N2O6P2", "method": "the ωB97M-V functional and the def2-TZVPD basis", "symbols": ["C", "C", "C", "C", "N", "C", "C", "N", "P", "O", "O", "C", "C", "O", "C", "C", "C", "P", "O", "O", "C", "C", "O", "C", "C", "H", "H", "H", "H", "H", "H", "H", "H", "H", "H", "H", "H", "H", "H", "H", "H", "H", "H", "H", "H", "H", "H", "H", "H", "H", "H", "H", "H", "H", "H", "H", "H", "H", "H", "H", "H"], "positions_angstrom": [[4.455, 2.046, -3.570], [4.403, 2.068, -2.047], [3.669, 0.868, -1.447], [2.167, 0.888, -1.742], [1.492, -0.263, -1.153], [0.335, -0.708, -1.901], [-0.857, 0.271, -2.033], [-1.992, -0.021, -1.182], [-2.259, 0.898, 0.192], [-1.231, 1.229, 1.182], [-3.555, 0.144, 0.753], [-3.696, 0.041, 2.159], [-4.274, 1.315, 2.754], [-2.765, 2.290, -0.435], [-3.766, 2.344, -1.438], [-5.161, 2.448, -0.842], [1.240, -0.065, 0.259], [0.311, -1.430, 1.061], [-1.130, -1.637, 0.895], [0.768, -1.124, 2.578], [-0.075, -1.555, 3.635], [0.162, -3.018, 3.977], [1.030, -2.817, 0.667], [2.420, -3.032, 0.854], [3.157, -2.987, -0.475], [5.066, 2.867, -3.937], [4.888, 1.113, -3.922], [3.461, 2.149, -3.998], [5.426, 2.073, -1.662], [3.921, 2.989, -1.712], [3.824, 0.872, -0.367], [4.096, -0.055, -1.843], [1.743, 1.838, -1.380], [2.019, 0.840, -2.822], [-0.017, -1.630, -1.430], [0.695, -0.963, -2.903], [-1.212, 0.242, -3.073], [-0.536, 1.294, -1.819], [-2.102, -1.004, -0.978], [-4.353, -0.816, 2.331], [-2.715, -0.157, 2.597], [-4.358, 1.216, 3.833], [-3.609, 2.143, 2.518], [-5.257, 1.522, 2.337], [-3.693, 1.455, -2.072], [-3.538, 3.235, -2.033], [-5.394, 1.538, -0.297], [-5.211, 3.292, -0.159], [-5.891, 2.587, -1.635], [2.194, -0.010, 0.789], [0.681, 0.851, 0.479], [0.158, -0.906, 4.484], [-1.118, -1.410, 3.339], [-0.087, -3.632, 3.115], [-0.464, -3.307, 4.817], [1.206, -3.181, 4.238], [2.821, -2.286, 1.547], [2.518, -4.022, 1.314], [4.224, -3.113, -0.311], [2.801, -3.783, -1.123], [2.967, -2.033, -0.961]], "charge": 0, "smiles": "CCCCN(CCNP(=O)(OCC)OCC)CP(=O)(OCC)OCC", "homo_lumo_gap_ev": 9.330, "energy_ha": -1836.988393}


Record 2
{"formula": "C15H37AlBrCl2CsFMgN2O11PS", "method": "the ωB97M-V functional and the def2-TZVPD basis", "symbols": ["C", "C", "C", "C", "C", "O", "O", "C", "O", "C", "C", "C", "N", "P", "N", "O", "H", "H", "H", "H", "H", "H", "H", "H", "H", "H", "H", "H", "H", "H", "H", "H", "H", "H", "H", "H", "H", "O", "H", "O", "S", "O", "O", "C", "C", "C", "H", "H", "H", "H", "H", "H", "H", "H", "Cs", "Mg", "O", "H", "O", "C", "C", "O", "H", "H", "H", "H", "Al", "C", "Cl", "Cl", "H", "H", "F", "Br"], "positions_angstrom": [[2.495, -0.300, 0.969], [3.323, -1.485, 0.482], [4.199, -0.974, -0.695], [2.477, -2.636, -0.072], [1.336, -3.096, 0.788], [1.309, -2.970, 1.989], [0.322, -3.750, 0.148], [-0.957, -3.119, 0.181], [-1.725, -3.775, -0.750], [-0.931, -1.596, -0.073], [-2.175, -1.032, -0.804], [-2.722, 0.273, -0.206], [-1.758, 1.360, -0.197], [-1.815, -3.593, 1.838], [-3.412, -3.227, 1.665], [-1.302, -2.336, 3.049], [3.093, 0.239, 1.695], [2.314, 0.313, 0.078], [1.524, -0.567, 1.377], [4.011, -1.842, 1.237], [5.145, -1.495, -0.757], [4.322, 0.099, -0.597], [3.673, -1.158, -1.626], [3.075, -3.548, -0.170], [2.089, -2.406, -1.062], [-1.265, -3.645, -1.587], [-0.055, -1.283, -0.637], [-0.849, -1.083, 0.896], [-1.867, -0.790, -1.817], [-3.006, -1.722, -0.886], [-3.531, 0.580, -0.861], [-3.192, 0.129, 0.767], [-1.675, 1.805, -1.112], [-0.857, 1.090, 0.197], [-3.551, -2.354, 1.167], [-3.865, -4.064, 1.139], [-2.071, -1.752, 3.230], [0.725, -6.219, 2.153], [0.916, -5.289, 1.926], [0.517, 3.814, -0.044], [0.363, 5.271, 0.182], [-0.800, 5.935, -0.269], [1.647, 5.989, -0.360], [2.065, 5.765, -1.754], [1.195, 6.531, -2.714], [0.616, 5.616, 1.886], [2.078, 4.693, -1.983], [3.090, 6.116, -1.842], [0.176, 6.157, -2.733], [1.585, 6.453, -3.726], [1.153, 7.583, -2.425], [1.524, 5.119, 2.219], [-0.248, 5.233, 2.427], [0.690, 6.692, 2.007], [0.477, 2.192, -1.026], [0.888, -6.044, 4.071], [-4.880, -5.196, 0.655], [-5.359, -5.804, 1.227], [-3.932, 5.845, -6.132], [-2.725, 5.623, -6.071], [-2.134, 5.697, -4.417], [-0.889, 5.469, -4.375], [-2.060, 6.292, -6.656], [-2.325, 4.496, -6.314], [-2.807, 5.001, -3.870], [-2.477, 6.700, -4.098], [-1.014, -0.448, 3.138], [1.793, -9.727, 7.390], [2.852, -9.079, 8.645], [0.115, -9.200, 7.610], [2.146, -9.381, 6.427], [1.823, -10.808, 7.430], [2.491, -5.273, 0.305], [-1.402, 3.895, -7.874]], "charge": 0, "homo_lumo_gap_ev": 2.158, "energy_ha": -6326.678174}


Record 3
{"formula": "C15H37Br2FN2NbO2", "method": "the ωB97M-V functional and the def2-TZVPD basis", "symbols": ["C", "C", "C", "C", "Nb", "F", "C", "N", "C", "C", "Br", "C", "C", "Br", "H", "H", "H", "H", "H", "H", "H", "H", "H", "H", "H", "H", "H", "H", "H", "H", "H", "H", "H", "H", "H", "H", "C", "O", "C", "C", "N", "C", "C", "O", "C", "H", "H", "H", "H", "H", "H", "H", "H", "H", "H", "H", "H", "H", "H", "H"], "positions_angstrom": [[1.104, -1.583, -0.576], [0.444, -3.076, -0.613], [-1.225, -3.091, -0.443], [-1.535, -2.571, 1.030], [-2.247, -2.151, -2.245], [-3.052, -1.258, -3.986], [-2.627, -0.117, -1.182], [-4.021, 0.421, -1.368], [-4.303, 1.534, -0.340], [-4.306, -2.988, -1.828], [-5.757, -1.998, -2.893], [-4.833, -3.308, -0.343], [-5.046, -2.103, 0.727], [-4.055, -5.008, 0.503], [1.492, -1.362, -1.680], [0.298, -0.769, -0.329], [2.033, -1.468, 0.154], [0.821, -3.660, 0.358], [0.798, -3.748, -1.522], [-1.456, -4.262, -0.512], [-2.341, -1.768, 1.219], [-0.544, -2.172, 1.567], [-1.843, -3.512, 1.701], [-1.831, -3.646, -3.243], [-0.647, -1.491, -2.717], [-2.202, -0.076, -0.099], [-1.933, 0.638, -1.800], [-4.152, 0.881, -2.297], [-4.631, 2.522, -0.880], [-5.135, 1.136, 0.403], [-3.330, 1.785, 0.305], [-4.316, -4.052, -2.386], [-5.962, -3.693, -0.527], [-4.350, -1.189, 0.672], [-4.897, -2.586, 1.810], [-6.177, -1.733, 0.721], [6.547, 1.837, 1.455], [5.725, 2.873, 1.978], [5.535, 3.953, 1.055], [4.067, 4.017, 0.605], [3.735, 2.883, -0.265], [2.297, 2.758, -0.536], [1.386, 2.416, 0.660], [1.603, 1.110, 1.195], [2.625, 1.039, 2.179], [6.732, 1.114, 2.253], [6.044, 1.321, 0.634], [7.508, 2.235, 1.117], [6.216, 3.892, 0.198], [5.773, 4.875, 1.598], [3.897, 4.952, 0.063], [3.442, 4.017, 1.502], [4.054, 2.024, 0.172], [2.190, 1.959, -1.280], [1.940, 3.679, -1.011], [0.354, 2.416, 0.288], [1.419, 3.176, 1.448], [2.711, 1.961, 2.761], [3.582, 0.791, 1.711], [2.379, 0.222, 2.865]], "charge": -1, "homo_lumo_gap_ev": 6.690, "energy_ha": -6158.251654}


Record 4
{"formula": "C15H37FNO18PSi2", "method": "the ωB97M-V functional and the def2-TZVPD basis", "symbols": ["N", "P", "O", "O", "Si", "F", "O", "Si", "H", "H", "H", "H", "H", "H", "H", "C", "O", "C", "O", "O", "C", "H", "H", "H", "H", "H", "H", "C", "O", "C", "O", "O", "C", "H", "H", "H", "H", "H", "H", "C", "O", "C", "O", "O", "C", "H", "H", "H", "H", "H", "H", "C", "O", "C", "O", "O", "C", "H", "H", "H", "H", "H", "H", "C", "O", "C", "O", "O", "C", "H", "H", "H", "H", "H", "H"], "positions_angstrom": [[-1.118, -0.369, -2.712], [-1.929, 0.404, -3.782], [-1.091, 0.559, -5.159], [-2.291, 1.940, -3.419], [-3.804, -0.771, -4.235], [-4.540, -0.992, -2.832], [-4.813, -0.085, -5.315], [-5.706, 1.313, -5.129], [-1.583, -1.218, -2.407], [-0.978, 1.450, -5.508], [-1.592, 2.592, -3.570], [-3.337, -2.055, -4.766], [-5.323, 1.940, -3.848], [-5.392, 2.213, -6.254], [-7.139, 0.978, -5.127], [1.149, 4.065, 2.685], [-0.038, 3.942, 1.895], [-0.152, 2.779, 1.250], [0.647, 1.876, 1.293], [-1.276, 2.794, 0.544], [-1.537, 1.581, -0.188], [1.095, 5.051, 3.137], [1.177, 3.296, 3.456], [2.036, 3.984, 2.059], [-1.662, 0.745, 0.498], [-0.731, 1.369, -0.882], [-2.463, 1.761, -0.724], [0.896, -0.777, 2.252], [1.362, -1.948, 2.950], [0.472, -2.489, 3.770], [-0.651, -2.092, 3.966], [1.021, -3.558, 4.352], [0.158, -4.243, 5.265], [1.720, -0.450, 1.629], [0.034, -1.030, 1.638], [0.632, 0.003, 2.959], [-0.730, -4.612, 4.753], [-0.143, -3.583, 6.077], [0.742, -5.074, 5.649], [-3.810, -9.040, 4.352], [-3.707, -7.729, 4.918], [-3.813, -6.740, 4.029], [-3.981, -6.875, 2.844], [-3.701, -5.581, 4.676], [-3.792, -4.423, 3.836], [-3.705, -9.725, 5.188], [-4.777, -9.174, 3.871], [-3.018, -9.206, 3.625], [-4.757, -4.388, 3.334], [-2.993, -4.425, 3.096], [-3.677, -3.570, 4.497], [5.482, 1.385, -2.831], [4.911, 0.081, -3.009], [3.712, -0.068, -2.444], [3.119, 0.783, -1.828], [3.283, -1.309, -2.650], [1.969, -1.536, -2.108], [6.441, 1.351, -3.339], [4.847, 2.151, -3.270], [5.622, 1.600, -1.773], [1.235, -0.906, -2.601], [1.968, -1.337, -1.038], [1.744, -2.583, -2.293], [5.670, 7.468, -1.350], [4.361, 7.078, -0.922], [4.015, 5.839, -1.273], [4.701, 5.069, -1.897], [2.786, 5.601, -0.818], [2.295, 4.288, -1.123], [5.801, 8.485, -0.993], [6.424, 6.814, -0.916], [5.743, 7.434, -2.435], [2.927, 3.522, -0.679], [2.255, 4.136, -2.200], [1.296, 4.240, -0.697]], "charge": 0, "homo_lumo_gap_ev": 9.763, "energy_ha": -3023.248477}


Record 5
{"formula": "C15H37N3O2PS", "method": "the ωB97M-V functional and the def2-TZVPD basis", "symbols": ["S", "C", "N", "P", "O", "C", "C", "O", "H", "H", "H", "H", "H", "H", "H", "C", "C", "N", "C", "C", "C", "C", "H", "H", "H", "H", "H", "H", "H", "H", "H", "H", "H", "H", "H", "H", "H", "C", "C", "N", "C", "C", "C", "C", "H", "H", "H", "H", "H", "H", "H", "H", "H", "H", "H", "H", "H", "H", "H"], "positions_angstrom": [[2.964, -0.734, -1.252], [2.316, -2.198, -1.489], [1.848, -3.161, -1.982], [0.122, -3.707, -1.361], [-0.099, -2.283, -0.381], [-1.197, -1.600, -0.899], [-0.911, -1.587, -2.394], [-0.632, -2.948, -2.699], [-1.158, -4.227, -0.909], [0.801, -4.319, -0.244], [0.362, -4.941, -2.053], [-1.090, -0.553, -0.595], [-2.166, -1.997, -0.609], [-1.705, -1.209, -3.032], [0.016, -1.061, -2.615], [7.814, 4.258, -0.547], [6.734, 3.666, -1.442], [5.476, 3.450, -0.761], [4.537, 2.643, -1.530], [4.008, 3.220, -2.848], [4.911, 4.608, -0.097], [4.616, 5.856, -0.942], [7.973, 3.638, 0.336], [8.757, 4.314, -1.095], [7.569, 5.270, -0.222], [7.096, 2.699, -1.800], [6.624, 4.307, -2.332], [3.688, 2.384, -0.893], [5.022, 1.688, -1.749], [3.259, 3.994, -2.682], [3.523, 2.426, -3.420], [4.804, 3.632, -3.470], [5.591, 4.901, 0.709], [4.000, 4.304, 0.423], [5.425, 6.086, -1.637], [4.492, 6.722, -0.287], [3.693, 5.752, -1.509], [-6.430, -0.663, 0.853], [-6.381, -2.094, 1.368], [-5.036, -2.579, 1.589], [-4.972, -4.012, 1.817], [-5.644, -4.573, 3.078], [-4.207, -1.767, 2.461], [-4.702, -1.505, 3.891], [-5.842, -0.555, -0.059], [-7.462, -0.389, 0.625], [-6.061, 0.052, 1.590], [-6.853, -2.731, 0.615], [-7.007, -2.164, 2.274], [-3.925, -4.321, 1.806], [-5.420, -4.504, 0.947], [-5.058, -4.370, 3.974], [-5.729, -5.659, 2.993], [-6.651, -4.179, 3.223], [-4.053, -0.800, 1.975], [-3.205, -2.201, 2.502], [-5.765, -1.261, 3.924], [-4.160, -0.658, 4.315], [-4.522, -2.357, 4.545]], "charge": -1, "homo_lumo_gap_ev": 7.340, "energy_ha": -1647.992631}


Record 6
{"formula": "C15H38Cl2F9N4O11S", "method": "the ωB97M-V functional and the def2-TZVPD basis", "symbols": ["N", "H", "H", "H", "H", "N", "H", "H", "H", "H", "N", "H", "H", "H", "H", "N", "H", "H", "H", "H", "C", "F", "F", "F", "S", "O", "O", "O", "O", "C", "C", "O", "H", "H", "H", "H", "O", "C", "C", "O", "H", "H", "H", "H", "C", "C", "O", "C", "O", "C", "F", "F", "F", "H", "H", "H", "H", "H", "C", "C", "O", "C", "O", "C", "F", "F", "F", "H", "H", "H", "H", "H", "Cl", "C", "C", "Cl", "H", "H", "H", "H"], "positions_angstrom": [[-2.647, -0.842, -4.128], [-3.337, -0.367, -3.563], [-3.002, -1.311, -4.949], [-2.145, -1.496, -3.546], [-1.942, -0.123, -4.205], [-0.433, -0.778, -0.174], [-1.262, -1.064, 0.326], [0.407, -1.182, 0.215], [-0.286, 0.203, -0.362], [-0.616, -1.268, -1.039], [2.548, 2.315, -1.286], [2.952, 1.460, -0.931], [1.546, 2.286, -1.410], [3.027, 2.397, -2.171], [2.810, 3.102, -0.711], [1.133, -0.155, -3.493], [0.405, 0.468, -3.812], [2.069, 0.189, -3.655], [1.109, -1.037, -3.985], [0.928, -0.243, -2.508], [4.582, -2.130, 0.760], [4.262, -3.431, 0.954], [4.473, -1.421, 1.864], [5.825, -1.965, 0.292], [3.367, -1.329, -0.595], [3.775, 0.039, -0.835], [3.450, -2.219, -1.770], [2.062, -1.340, 0.097], [-0.896, 1.307, -4.774], [-1.116, 2.330, -3.835], [-1.160, 1.975, -2.337], [0.001, 1.610, -1.625], [-2.022, 2.872, -4.105], [-0.401, 3.152, -3.856], [-1.873, 1.183, -2.108], [-1.566, 2.810, -1.766], [-0.816, -2.226, -2.513], [-0.144, -3.364, -3.040], [0.117, -3.328, -4.556], [0.955, -2.365, -5.188], [-0.715, -4.257, -2.785], [0.795, -3.374, -2.487], [-0.887, -3.340, -4.980], [0.571, -4.287, -4.810], [-1.076, 3.164, 1.626], [0.338, 3.752, 1.247], [1.132, 3.803, 2.389], [2.429, 3.818, 2.280], [3.033, 3.350, 1.295], [3.197, 4.448, 3.503], [4.417, 3.930, 3.622], [3.465, 5.736, 3.203], [2.458, 4.453, 4.588], [-1.244, 3.490, 2.653], [-1.136, 2.075, 1.616], [-1.840, 3.537, 0.944], [0.409, 4.676, 0.673], [0.722, 2.990, 0.568], [-1.313, -4.764, 5.928], [-1.077, -4.194, 4.480], [-0.411, -2.918, 4.426], [-0.282, -2.164, 3.323], [-0.733, -2.464, 2.209], [0.491, -0.905, 3.564], [0.012, 0.143, 2.924], [0.529, -0.692, 4.905], [1.747, -1.048, 3.088], [-2.218, -4.336, 6.360], [-0.503, -4.596, 6.638], [-1.588, -5.807, 6.090], [-2.038, -4.066, 3.982], [-0.564, -4.894, 3.820], [-3.163, 0.094, 2.304], [-4.376, 1.260, 1.713], [-4.339, 1.447, 0.155], [-4.802, -0.070, -0.629], [-3.938, 2.204, 2.036], [-5.350, 1.142, 2.189], [-3.320, 1.677, -0.158], [-4.971, 2.274, -0.169]], "multiplicity": 2, "charge": -2, "s2": 0.753, "homo_lumo_gap_ev": [2.059, 4.535], "energy_ha": -3858.199117}


- Which formula does entry 6 have?
  C15H38Cl2F9N4O11S